[1]
ORCA calculation (ωB97M-V/def2-TZVPD) on a 7-piece molecular cluster, C45H59ClN8O5P2S overall.

Geometry as ORCA input:
```
! RIJCOSX wB97M-V def2-TZVPD def2/J DEFGRID3
* xyz 0 1
C -0.51 3.70 -1.15
C -1.88 4.16 -1.64
C -2.99 3.22 -1.24
O -2.95 2.09 -2.08
C -3.88 1.09 -1.73
C -3.15 -0.22 -1.45
C -2.39 0.02 -0.13
C -4.06 -1.37 -1.05
O -5.25 -1.37 -0.76
N -3.21 -2.46 -1.03
C -2.10 -2.34 -1.99
C -2.30 -3.58 -2.95
C -1.86 -4.90 -2.34
O -2.36 -5.41 -1.36
Cl -0.60 -5.79 -3.25
P -0.35 -2.70 -1.33
N 0.34 -1.32 -0.64
O 0.47 -2.84 -2.76
C -2.37 -0.90 -2.64
C -1.10 -0.15 -3.01
C -1.15 0.78 -4.21
C 0.19 1.48 -4.48
O 1.21 1.03 -3.59
C 2.18 2.04 -3.35
P -3.56 -1.18 -4.05
S -4.46 0.32 -4.93
H -0.37 2.63 -1.26
H 0.26 4.18 -1.74
H -0.33 4.00 -0.12
H -2.09 5.12 -1.17
H -1.87 4.33 -2.71
H -2.89 2.96 -0.19
H -3.94 3.74 -1.38
H -4.35 1.38 -0.79
H -4.68 1.00 -2.45
H -1.60 0.75 -0.24
H -1.93 -0.85 0.32
H -3.07 0.42 0.61
H -3.60 -3.38 -0.88
H -1.77 -3.45 -3.88
H -3.35 -3.77 -3.10
H 0.76 -0.69 -1.31
H 1.09 -1.65 -0.06
H 1.17 -3.49 -2.65
H -0.77 0.44 -2.16
H -0.29 -0.84 -3.22
H -1.37 0.17 -5.09
H -1.95 1.51 -4.16
H 0.51 1.25 -5.50
H 0.06 2.55 -4.42
H 2.42 2.59 -4.26
H 1.78 2.76 -2.63
H 3.07 1.56 -2.98
H -2.79 -1.88 -4.99
H -4.53 -2.07 -3.57
C -5.27 -3.59 3.03
C -5.49 -3.03 1.79
C -6.75 -3.16 1.22
N -7.76 -3.81 1.81
C -7.52 -4.35 3.00
C -6.30 -4.27 3.66
H -4.30 -3.51 3.51
H -4.71 -2.49 1.27
H -6.97 -2.73 0.25
H -8.36 -4.87 3.45
H -6.17 -4.73 4.63
C 0.61 -0.94 4.75
C 0.28 -1.85 3.76
C -0.08 -1.38 2.50
N -0.12 -0.08 2.18
C 0.20 0.78 3.15
C 0.56 0.41 4.44
H 0.89 -1.28 5.74
H 0.29 -2.91 3.96
H -0.34 -2.07 1.71
H 0.16 1.83 2.88
H 0.81 1.16 5.17
C 3.90 7.62 -2.83
C 4.06 6.43 -2.14
C 3.14 5.42 -2.35
N 2.11 5.52 -3.18
C 1.97 6.67 -3.84
C 2.83 7.74 -3.70
H 4.60 8.44 -2.70
H 4.89 6.29 -1.45
H 3.23 4.47 -1.83
H 1.11 6.72 -4.50
H 2.67 8.65 -4.27
C 5.66 -5.52 -2.65
C 4.58 -6.23 -2.17
C 3.41 -5.53 -1.89
N 3.27 -4.22 -2.06
C 4.32 -3.55 -2.53
C 5.53 -4.15 -2.84
H 6.59 -6.02 -2.88
H 4.63 -7.30 -2.01
H 2.53 -6.05 -1.51
H 4.18 -2.49 -2.66
H 6.36 -3.56 -3.21
C 5.37 -4.06 6.97
C 4.72 -3.44 8.03
C 3.54 -2.76 7.77
N 3.00 -2.65 6.56
C 3.64 -3.25 5.55
C 4.82 -3.96 5.70
H 6.29 -4.60 7.13
H 5.11 -3.49 9.03
H 3.00 -2.27 8.57
H 3.18 -3.14 4.58
H 5.29 -4.42 4.85
C 2.11 6.57 4.00
C 2.60 5.40 4.55
C 1.93 4.21 4.28
N 0.84 4.14 3.51
C 0.39 5.28 2.99
C 0.98 6.51 3.20
H 2.61 7.51 4.19
H 3.48 5.39 5.18
H 2.28 3.27 4.69
H -0.50 5.19 2.37
H 0.57 7.40 2.74
*
```

The calculation puts the highest occupied orbital energy at -0.2964 hartree. Its SMILES is CCCOC[C@@]1(C)C(=O)N[C@](CC(=O)Cl)(P(N)O)[C@@]1(CCCOC)[PH2]=S.c1ccncc1.c1ccncc1.c1ccncc1.c1ccncc1.c1ccncc1.c1ccncc1. The value obtained for the LUMO energy is 0.41 eV. Its gap between HOMO and LUMO is 0.311 hartree. The value obtained for the largest force on an atom is 2.5 eV/A.

Mulliken atomic charge list, values in e, 99 entries: C 0.508; C -0.931; C -0.454; O -0.024; C -2.252; C 2.715; C -2.208; C -1.601; O -0.596; N 0.516; C 0.309; C -1.808; C 0.464; O -0.481; Cl -0.189; P -0.445; N -0.191; O -0.374; C 2.728; C -0.920; C -0.924; C -1.030; O -0.213; C -0.691; P -0.032; S -0.386; H -0.245; H -0.311; H 0.047; H 0.490; H 0.321; H 0.378; H 0.256; H 0.633; H 0.415; H -0.160; H 0.375; H 0.936; H 0.489; H 0.645; H 0.525; H 0.026; H 0.380; H 0.303; H -0.631; H 1.255; H 0.438; H 0.241; H 0.360; H 0.400; H 0.398; H 0.053; H 0.332; H 0.110; H 0.124; C -0.598; C 0.005; C -0.313; N -0.549; C -0.303; C -0.302; H 0.464; H 0.227; H 0.602; H 0.342; H 0.360; C -0.238; C -1.309; C 0.228; N 0.068; C -0.390; C -0.649; H 0.431; H 0.512; H 0.340; H 0.681; H 0.388; C -0.138; C -0.842; C 0.119; N -0.138; C -0.218; C -0.572; H 0.378; H 0.374; H 0.309; H 0.372; H 0.381; C -0.102; C -0.769; C -0.060; N -0.223; C -0.104; C -0.709; H 0.370; H 0.370; H 0.423; H 0.421; H 0.360

=====

[2]
ORCA calculation (ωB97M-V/def2-TZVPD) on C45H59N9O4SSc as an isolated structure.

Geometry as ORCA input:
```
! RIJCOSX wB97M-V def2-TZVPD def2/J DEFGRID3
* xyz 1 1
Sc 0.53 0.00 0.62
O 1.10 0.07 -1.61
C 2.20 -0.05 -2.55
C 3.03 1.21 -2.62
C 2.19 2.42 -3.03
C 1.42 2.22 -4.30
C 1.95 2.58 -5.53
C 1.21 2.35 -6.68
C -0.03 1.75 -6.57
C -0.48 1.42 -5.30
N 0.22 1.63 -4.19
H 0.27 0.02 -2.11
H 1.76 -0.26 -3.53
H 2.80 -0.91 -2.26
H 3.82 1.02 -3.35
H 3.51 1.39 -1.66
H 2.84 3.30 -3.12
H 1.48 2.62 -2.24
H 2.92 3.06 -5.58
H 1.60 2.63 -7.65
H -0.65 1.55 -7.43
H -1.45 0.94 -5.17
O 2.00 1.32 1.21
N 3.33 1.26 1.13
C 4.02 2.40 1.36
C 5.38 2.41 1.30
C 6.05 1.22 0.99
C 5.33 0.08 0.76
C 3.92 0.08 0.82
S 2.95 -1.29 0.53
H 3.40 3.25 1.60
H 5.92 3.33 1.49
H 7.13 1.20 0.93
H 5.81 -0.86 0.51
C 1.20 4.45 0.86
C 0.30 3.87 -0.24
C 0.34 4.75 -1.49
C -1.11 3.71 0.26
C -1.80 4.87 0.62
C -3.11 4.83 1.06
C -3.73 3.61 1.19
C -3.08 2.42 0.87
C -3.82 1.12 1.17
C -4.23 1.09 2.64
C -5.03 0.92 0.26
C -1.78 2.48 0.36
N -1.18 1.24 -0.12
C -1.81 0.78 -1.16
C -1.88 -0.56 -1.67
C -2.67 -0.67 -2.85
C -3.16 -1.85 -3.30
C -2.91 -3.00 -2.52
C -2.15 -2.95 -1.39
C -1.51 -1.75 -0.95
N -0.63 -1.74 0.08
C -0.52 -2.99 0.81
C 0.22 -4.10 0.35
C 0.19 -5.27 1.12
C -0.50 -5.36 2.31
C -1.22 -4.27 2.75
C -1.26 -3.10 2.00
C -2.24 -2.03 2.45
C -3.64 -2.41 1.96
C -2.24 -1.82 3.97
C 1.00 -4.30 -0.97
C 2.45 -4.72 -0.70
C 1.03 -3.19 -2.00
H 2.19 4.69 0.46
H 1.30 3.75 1.69
H 0.78 5.38 1.25
H 0.69 2.88 -0.50
H 0.01 5.77 -1.26
H -0.30 4.36 -2.28
H 1.36 4.83 -1.88
H -1.30 5.82 0.53
H -3.63 5.75 1.31
H -4.75 3.57 1.56
H -3.14 0.29 1.00
H -4.94 1.90 2.87
H -3.37 1.22 3.30
H -4.73 0.16 2.89
H -5.75 1.73 0.38
H -5.54 -0.02 0.50
H -4.74 0.88 -0.79
H -2.46 1.48 -1.69
H -2.93 0.25 -3.36
H -3.76 -1.91 -4.20
H -3.35 -3.95 -2.81
H -1.98 -3.85 -0.83
H 0.71 -6.14 0.75
H -0.51 -6.29 2.86
H -1.80 -4.35 3.66
H -1.96 -1.09 1.99
H -3.91 -3.41 2.33
H -3.69 -2.44 0.87
H -4.39 -1.71 2.32
H -2.74 -2.63 4.49
H -2.78 -0.90 4.22
H -1.23 -1.75 4.37
H 0.51 -5.16 -1.44
H 3.04 -3.87 -0.35
H 2.91 -5.07 -1.62
H 2.54 -5.52 0.03
H 1.44 -2.28 -1.58
H 0.05 -2.96 -2.42
H 1.67 -3.50 -2.83
N 1.99 -3.19 2.92
N 2.50 -2.31 3.86
C 2.00 -1.08 4.01
N 2.54 -0.30 4.94
N 0.99 -0.74 3.18
N 0.38 0.42 3.38
O 0.49 1.15 4.34
O -0.39 0.73 2.42
H 1.63 -4.03 3.35
H 2.66 -3.36 2.18
H 3.32 -2.55 4.40
H 3.25 -0.66 5.56
H 2.08 0.57 5.17
*
```

The calculation puts the highest occupied orbital energy at -0.3613 hartree. The energy relative to the best compared isomer or geometry (same formula, charge and spin) is 15.8 kcal per mole. The value obtained for the LUMO energy is -2.88 eV. Its gap between HOMO and LUMO is 0.255 hartree. The value obtained for the largest force on an atom is 0.9 eV/A.

Mulliken atomic charge list, values in e, 99 entries: Sc -0.753; O 1.507; C -1.687; C -0.901; C 1.397; C 0.034; C -0.911; C -0.488; C -0.835; C -0.015; N 0.234; H -0.483; H 0.785; H 0.873; H 0.546; H -0.052; H 0.993; H -1.848; H 0.455; H 0.434; H 0.437; H 0.158; O 0.201; N 0.527; C -0.511; C -0.951; C -0.519; C -1.007; C 0.062; S -0.181; H 0.478; H 0.487; H 0.429; H 0.552; C -1.785; C 3.634; C -1.603; C 0.578; C -0.268; C -1.441; C -0.570; C 0.384; C 2.754; C -1.542; C -1.767; C -0.704; N 1.915; C -0.385; C -0.293; C -0.661; C -1.443; C -0.585; C -0.527; C 0.808; N 1.358; C -0.182; C 0.521; C -0.873; C -1.755; C -0.563; C 0.571; C 2.781; C -1.410; C -2.000; C 0.839; C -1.646; C -1.151; H 0.443; H 0.294; H 0.327; H -2.084; H 0.387; H 0.344; H 0.487; H 0.384; H 0.421; H 0.400; H -2.034; H 0.466; H 0.220; H 0.446; H 0.378; H 0.419; H 0.302; H 0.517; H 0.646; H 0.475; H 0.462; H 0.494; H 0.577; H 0.378; H 0.318; H -1.675; H 0.443; H 0.168; H 0.403; H 0.588; H 0.261; H 0.339

=====

[3]
ORCA calculation (ωB97M-V/def2-TZVPD) on C45H60BaN4OP2S2 as an isolated structure.

Geometry as ORCA input:
```
! RIJCOSX wB97M-V def2-TZVPD def2/J DEFGRID3
* xyz 2 1
Ba 0.39 0.96 -1.95
O -1.14 3.16 -1.57
C -1.01 4.44 -2.22
C 0.00 5.33 -1.51
C 1.39 4.68 -1.39
C 2.01 4.35 -2.72
C 2.59 5.34 -3.49
C 3.14 5.02 -4.72
C 3.09 3.70 -5.15
C 2.50 2.77 -4.32
N 1.96 3.07 -3.14
H -1.75 3.24 -0.83
H -1.98 4.93 -2.28
H -0.69 4.23 -3.24
H -0.37 5.58 -0.52
H 0.07 6.27 -2.07
H 1.31 3.77 -0.78
H 2.04 5.37 -0.85
H 2.63 6.36 -3.13
H 3.60 5.78 -5.34
H 3.52 3.40 -6.10
H 2.47 1.72 -4.61
C -5.80 -2.50 3.29
S -6.33 -1.49 1.89
C -5.74 -2.48 0.49
C -4.49 -1.92 -0.16
C -3.29 -1.93 0.77
N -2.09 -1.28 0.22
P -1.51 0.26 0.71
C -3.00 1.15 1.24
C -3.36 1.31 2.58
C -4.51 2.01 2.91
C -5.30 2.56 1.91
C -4.95 2.42 0.58
C -3.79 1.73 0.24
C -0.57 -0.03 2.24
C -0.65 -1.21 2.98
C 0.11 -1.37 4.12
C 0.97 -0.36 4.54
C 1.07 0.81 3.81
C 0.30 0.98 2.67
P -0.95 -1.98 -0.83
C -1.30 -3.75 -0.79
C -2.13 -4.39 -1.71
C -2.38 -5.75 -1.59
C -1.80 -6.47 -0.56
C -0.97 -5.84 0.36
C -0.72 -4.49 0.24
C -1.42 -1.44 -2.53
C -0.47 -1.66 -3.54
C -0.54 -0.96 -4.74
C -1.54 -0.02 -4.94
C -2.50 0.20 -3.95
C -2.43 -0.50 -2.75
H -6.15 -2.00 4.19
H -4.71 -2.59 3.35
H -6.24 -3.49 3.25
H -6.55 -2.52 -0.24
H -5.58 -3.51 0.84
H -4.69 -0.88 -0.46
H -4.26 -2.49 -1.07
H -3.04 -2.96 1.04
H -3.56 -1.41 1.69
H -2.75 0.88 3.36
H -4.79 2.13 3.94
H -6.20 3.10 2.17
H -5.57 2.85 -0.20
H -3.52 1.61 -0.80
H -1.32 -2.00 2.65
H 0.03 -2.29 4.70
H 1.56 -0.49 5.44
H 1.73 1.61 4.15
H 0.37 1.91 2.10
H -2.59 -3.83 -2.52
H -3.02 -6.25 -2.31
H -2.00 -7.53 -0.47
H -0.52 -6.41 1.16
H -0.06 -3.99 0.94
H 0.35 -2.35 -3.36
H 0.20 -1.15 -5.51
H -1.60 0.52 -5.88
H -3.29 0.91 -4.12
H -3.17 -0.32 -1.98
C 3.62 -2.77 2.84
C 2.49 -2.64 1.83
C 2.87 -3.06 0.41
C 4.08 -2.32 -0.15
N 3.90 -0.87 -0.07
C 3.41 -0.10 -1.02
S 3.02 -0.65 -2.58
N 3.14 1.22 -0.71
C 3.53 1.82 0.57
C 5.03 2.07 0.74
C 5.40 2.29 2.20
C 5.35 1.01 3.02
H 3.27 -2.55 3.85
H 4.45 -2.08 2.64
H 4.04 -3.78 2.84
H 2.11 -1.61 1.82
H 1.65 -3.25 2.16
H 2.02 -2.90 -0.26
H 3.10 -4.13 0.39
H 4.25 -2.58 -1.19
H 4.98 -2.56 0.41
H 4.13 -0.44 0.82
H 3.25 1.82 -1.52
H 3.13 1.19 1.37
H 2.99 2.77 0.65
H 5.31 2.94 0.14
H 5.60 1.23 0.34
H 4.75 3.05 2.65
H 6.41 2.70 2.25
H 4.34 0.57 3.06
H 5.65 1.18 4.06
H 6.03 0.25 2.61
*
```

The calculation puts the highest occupied orbital energy at -0.4465 hartree. The energy relative to the best compared isomer or geometry (same formula, charge and spin) is 0.0 kcal per mole. The value obtained for the LUMO energy is -4.41 eV. Its gap between HOMO and LUMO is 0.284 hartree. The value obtained for the largest force on an atom is 0.2 eV/A.

Mulliken atomic charge list, values in e, 99 entries: Ba 1.240; O -0.008; C -0.691; C -0.876; C 0.387; C 0.110; C -0.627; C -0.574; C -0.867; C -0.568; N 0.525; H -0.017; H 0.394; H 0.375; H 0.449; H 0.465; H -0.821; H 0.682; H 0.542; H 0.448; H 0.474; H 0.449; C -0.776; S -0.078; C -1.202; C -0.149; C -0.884; N 0.697; P 0.587; C 0.767; C -0.750; C -0.764; C -0.726; C -1.013; C -0.500; C 0.749; C -0.459; C -0.830; C -0.766; C -0.505; C -0.718; P 0.698; C 0.342; C -0.591; C -0.876; C -0.631; C -0.757; C 0.024; C -1.074; C -0.058; C -0.625; C -0.718; C -0.605; C 0.448; H 0.369; H 0.163; H 0.325; H 0.499; H 0.476; H 0.093; H 0.130; H 0.627; H 0.328; H 0.493; H 0.469; H 0.426; H 0.490; H 0.443; H 0.289; H 0.461; H 0.442; H 0.512; H 0.543; H 0.471; H 0.448; H 0.409; H 0.486; H 0.277; H 0.502; H 0.489; H 0.484; H 0.502; H 0.002; C -1.553; C 0.751; C 0.656; C -2.001; N 0.217; C 0.421; S -0.219; N 0.707; C -1.033; C -0.244; C -0.717; C -0.778; H 0.417; H 0.188; H 0.358; H -0.621

=====

[4]
ORCA calculation (ωB97M-V/def2-TZVPD) on C45H63AsIrNO3P2Si3 as an isolated structure.

Geometry as ORCA input:
```
! RIJCOSX wB97M-V def2-TZVPD def2/J DEFGRID3
* xyz 3 2
Ir 0.55 -0.22 0.12
C -2.07 -2.41 1.46
N -2.35 -1.51 2.54
C -1.23 -1.01 3.25
P -0.20 0.36 2.42
C 0.70 0.84 3.96
C 1.33 -0.15 4.72
C 1.96 0.19 5.90
C 1.96 1.51 6.34
C 1.34 2.49 5.59
C 0.73 2.16 4.39
C -1.34 1.75 2.20
C -2.49 1.94 2.93
C -3.34 3.03 2.72
C -3.01 3.99 1.75
C -1.90 3.88 0.99
C -0.96 2.73 1.13
C -3.61 -1.57 3.15
C -4.77 -1.58 2.36
C -6.02 -1.67 2.95
C -6.14 -1.77 4.33
C -5.00 -1.78 5.12
C -3.75 -1.67 4.54
P -1.39 -1.74 -0.19
C -1.53 -3.33 -1.07
C -0.39 -3.97 -1.55
C -0.49 -5.20 -2.19
C -1.72 -5.81 -2.33
C -2.86 -5.17 -1.85
C -2.77 -3.94 -1.24
C -2.79 -0.80 -0.86
C -3.23 -0.96 -2.18
C -4.33 -0.26 -2.63
C -5.00 0.61 -1.79
C -4.54 0.82 -0.50
C -3.43 0.13 -0.04
H -2.98 -2.96 1.21
H -1.31 -3.13 1.77
H -0.50 -1.81 3.45
H -1.54 -0.59 4.21
H 1.33 -1.18 4.40
H 2.44 -0.57 6.50
H 2.43 1.76 7.28
H 1.33 3.51 5.94
H 0.26 2.94 3.80
H -2.76 1.22 3.69
H -4.23 3.14 3.32
H -3.66 4.84 1.61
H -1.64 4.62 0.25
H 0.06 3.14 1.29
H -4.71 -1.48 1.29
H -6.90 -1.65 2.33
H -7.11 -1.85 4.79
H -5.08 -1.90 6.19
H -2.88 -1.73 5.18
H 0.57 -3.49 -1.42
H 0.40 -5.68 -2.57
H -1.80 -6.77 -2.80
H -3.83 -5.64 -1.97
H -3.68 -3.45 -0.90
H -2.72 -1.65 -2.84
H -4.68 -0.40 -3.64
H -5.88 1.14 -2.14
H -5.04 1.52 0.15
H -3.06 0.29 0.96
C -1.78 2.07 -2.99
C -0.36 1.88 -2.47
C 0.68 2.44 -3.44
O -0.08 0.50 -2.20
C -0.26 2.62 -1.14
O 0.30 3.68 -1.01
O -0.87 1.98 -0.14
H -1.93 1.53 -3.92
H -1.97 3.12 -3.18
H -2.51 1.72 -2.26
H 0.52 2.04 -4.44
H 1.68 2.19 -3.10
H 0.60 3.52 -3.48
H -0.41 -0.03 -2.95
C 6.03 -1.06 -2.27
Si 4.14 -0.94 -2.36
C 3.31 -2.65 -2.50
C 3.56 0.28 -3.71
As 2.98 -0.11 -0.25
Si 4.05 2.15 0.19
C 3.46 2.56 1.96
C 3.49 3.46 -1.07
C 5.91 1.78 0.04
Si 4.01 -1.74 1.40
C 2.59 -3.02 1.42
C 4.17 -0.74 3.02
C 5.73 -2.47 1.00
H 6.40 -1.38 -3.24
H 6.37 -1.80 -1.55
H 6.52 -0.12 -2.04
H 3.38 -3.03 -3.51
H 2.26 -2.60 -2.24
H 3.79 -3.37 -1.85
H 4.02 0.02 -4.66
H 3.86 1.30 -3.49
H 2.49 0.25 -3.85
H 2.54 2.05 2.22
H 3.28 3.63 2.06
H 4.21 2.30 2.70
H 2.42 3.62 -1.09
H 3.81 3.23 -2.08
H 3.94 4.41 -0.81
H 6.19 0.81 0.42
H 6.49 2.53 0.58
H 6.23 1.85 -1.00
H 1.63 -2.52 1.28
H 2.56 -3.56 2.36
H 2.71 -3.75 0.63
H 3.34 -0.07 3.20
H 5.09 -0.16 3.03
H 4.22 -1.43 3.87
H 5.73 -3.18 0.18
H 6.07 -3.02 1.88
H 6.47 -1.71 0.80
*
```

The calculation puts the highest occupied orbital energy (spin up / spin down) at -0.5389 / -0.5390 hartree. The value obtained for the LUMO energy (spin up / spin down) is -11.21 / -11.21 eV. Its gap between HOMO and LUMO (spin up / spin down) is 0.127 / 0.127 hartree. The value obtained for the largest force on an atom is 2.5 eV/A.

Mulliken atomic charge list, values in e, 99 entries: Ir 2.933; C -2.011; N 1.087; C -2.357; P 0.023; C 1.000; C -0.909; C -0.781; C -0.771; C -0.849; C -0.457; C 0.017; C -0.464; C -0.583; C -1.127; C -0.458; C 0.370; C 0.838; C 0.013; C -1.145; C -0.677; C -0.796; C -0.317; P 1.437; C 0.778; C -0.128; C -0.582; C -0.728; C -0.899; C -0.530; C 0.983; C -0.533; C -1.005; C -0.997; C -0.920; C -0.554; H 0.884; H 0.501; H 0.444; H 0.947; H 0.579; H 0.513; H 0.474; H 0.505; H 0.475; H 0.589; H 0.578; H 0.493; H 0.699; H 0.398; H 0.415; H 0.478; H 0.440; H 0.444; H 0.455; H -0.080; H 0.508; H 0.441; H 0.470; H 0.401; H 0.549; H 0.517; H 0.492; H 0.587; H -0.187; C -1.526; C 1.993; C -1.423; O -0.552; C -0.853; O -0.640; O 0.223; H 0.485; H 0.509; H 0.185; H 0.483; H -0.074; H 0.399; H 0.263; C -0.944; Si 0.163; C -0.547; C -0.824; As -0.247; Si 0.247; C -0.640; C -0.748; C -1.122; Si 0.260; C -0.659; C -0.438; C -1.156; H 0.416; H 0.299; H 0.290; H 0.571; H -0.309; H 0.313; H 0.541

=====

Among the records above, which one has the lowest largest force on an atom?
C45H60BaN4OP2S2